Record 1
13
Properties=species:S:1:pos:R:3:forces:R:3 method="wB97M-V/def2-TZVPD" energy_ha=-608.71688 relative_energy_kj_mol=599.6 e_lumo_ev="-3.46 / -8.71" charge=+1 e_homo_ev="-15.09 / -11.52" homo_lumo_gap_ev="11.636 / 2.802"
C -0.898 1.370 1.985 -1.14 -1.80 1.95
C 0.369 -0.575 -3.757 0.12 -0.39 0.28
N 0.770 -0.987 1.819 -1.15 0.30 -2.69
O -0.515 -0.361 -0.232 -0.14 0.24 -1.00
S -0.707 -0.467 1.181 1.86 0.66 2.87
H 0.034 1.820 1.984 1.92 0.73 -0.86
H -1.219 1.413 3.063 0.06 -0.99 -1.03
H -1.670 1.764 1.396 -0.79 0.64 -1.12
H -0.140 -0.823 -2.844 -0.05 0.42 0.19
H 0.436 -1.357 -4.469 -0.07 -0.50 -0.68
H 0.968 0.292 -3.934 -0.01 0.47 0.23
H 1.449 -1.215 1.072 -0.54 0.09 0.70
H 1.123 -0.874 2.736 -0.06 0.14 1.16


Record 2
8
Properties=species:S:1:pos:R:3:forces:R:3 method="wB97M-V/def2-TZVPD" energy_ha=-954.75152 relative_energy_kj_mol=358.2 e_lumo_ev="-1.79 / -1.71" charge=0 e_homo_ev="-8.53 / -8.54" homo_lumo_gap_ev="6.743 / 6.826" smiles="FC#P=CC=S"
F 0.406 2.337 1.855 -0.51 -0.23 -0.57
C -0.034 1.266 1.265 1.35 1.91 -1.70
P -0.158 -0.293 1.653 -0.32 -1.42 -0.89
C -0.195 -1.039 0.009 0.80 3.74 0.29
C 0.015 -0.433 -1.185 0.96 -0.50 -1.69
S 0.419 1.189 -1.479 -0.54 -0.12 2.57
H -0.530 -1.967 0.054 -1.16 -4.32 -0.02
H 0.076 -1.061 -2.173 -0.59 0.95 2.03